10
Properties=species:S:1:pos:R:3:lowdin_charge:R:1 method="wB97M-V/def2-TZVPD" smiles="N=C=CC=O.N#N" e_tot_ev=-9676.624 gap_ha=0.3739 spin_multiplicity=1 relative_energy_kcal_mol=19.15 total_charge=0
N 1.994 -0.116 0.323 0.179
C 0.909 -0.610 0.102 -0.166
C -0.247 -1.243 -0.049 -0.071
C -1.534 -0.659 0.340 -0.305
O -1.700 0.453 0.796 -0.005
H 2.419 0.486 -0.378 0.069
H -0.218 -2.239 -0.478 0.102
H -2.392 -1.343 0.178 0.114
N 0.899 2.550 -0.593 0.027
N -0.131 2.719 -0.240 0.056